[1]
Below is a molecular structure, C2H8N4O2Sn in a non-equilibrium geometry, with properties calculated with ωB97M-V/def2-TZVPD.

The value obtained for the LUMO energy (spin up / spin down) is -14.588 / -16.444 eV. As for the spin multiplicity: 2. The energy comes out at -663.545892 hartree. The HOMO energy (spin up / spin down) comes out at -20.06 / -20.05 eV. The relative energy (zero: lowest compared OMol25 entry of this formula, charge and spin) comes out at 0.0 kcal/mol. As for the expectation value of S²: 0.77. Its net charge is +3.

Positions of all 17 atoms, in Å:
Sn  1.017003  3.245344  -0.524972
C  1.880733  0.140954  1.590968
O  2.239263  1.237064  1.294388
N  2.587583  -0.953836  1.750048
N  0.708363  -0.101466  2.168108
H  3.592023  -1.054256  1.716558
H  2.072243  -1.685346  2.218478
H  0.027693  0.600214  2.421958
H  0.715173  -1.043686  2.531798
C  -1.436007  0.190174  -1.729912
O  -0.350217  0.720414  -1.278032
N  -1.470877  -0.702076  -2.680642
N  -2.627677  0.473944  -1.318842
H  -2.370547  -1.136556  -2.828662
H  -0.585587  -1.151636  -2.865712
H  -2.634527  1.258624  -0.682972
H  -3.364637  -0.037866  -1.782562

Cartesian forces, eV/Å:
-0.393 -1.699 -0.352
0.041 2.148 0.398
0.581 2.694 -2.176
1.277 -2.629 0.446
-1.728 -1.532 0.733
0.689 0.183 -0.354
1.043 -1.031 -0.211
-0.328 0.114 0.202
-2.020 0.165 0.674
1.080 0.417 -0.275
0.560 1.083 0.562
1.832 -1.176 -0.756
-0.625 1.575 1.701
0.613 -0.579 -0.632
-0.398 -0.401 -0.662
-1.414 -0.270 -0.113
-0.810 0.939 0.815



[2]
Below is a single C5H8N2 molecule, with properties calculated with ωB97M-V/def2-TZVPD.

The value obtained for the LUMO energy is 0.662 eV. The energy comes out at -304.685795 hartree. The HOMO energy comes out at -7.25 eV. The relative energy (zero: lowest compared OMol25 entry of this formula, charge and spin) comes out at 93.9 kcal/mol.

Positions of all 15 atoms, in Å:
C  -1.280481  2.071574  0.499279
C  -0.436823  0.821405  0.621904
C  -0.195694  0.058762  -0.599796
C  0.692599  -0.948226  -0.484724
N  1.133888  -2.060613  -1.353075
C  1.602219  -1.757578  0.093513
N  0.093627  0.411777  1.718520
H  -0.774438  2.822003  -0.120291
H  -2.246449  1.858070  0.024861
H  -1.469954  2.511374  1.484005
H  -0.663091  0.303998  -1.546912
H  0.415989  -2.741388  -1.595080
H  1.814182  -1.909920  -2.090411
H  1.439665  -2.495710  0.868542
H  -0.125239  1.054473  2.479664

Cartesian forces, eV/Å:
-0.072 0.107 0.038
0.065 0.011 0.089
0.102 -0.082 0.046
0.004 0.000 0.047
-0.027 -0.183 -0.472
-0.124 0.052 0.165
-0.204 0.251 -0.085
-0.048 -0.154 0.066
0.182 -0.025 0.059
0.037 -0.088 -0.162
0.078 -0.021 0.163
0.083 0.105 0.128
-0.123 0.035 0.145
0.056 0.045 -0.154
-0.010 -0.055 -0.072



[3]
Below is a single C5H11N molecule in a non-equilibrium geometry, with properties calculated with ωB97M-V/def2-TZVPD.

The value obtained for the LUMO energy is 1.136 eV. The energy comes out at -251.818787 hartree. The HOMO energy comes out at -7.92 eV. The relative energy (zero: lowest compared OMol25 entry of this formula, charge and spin) comes out at 27.4 kcal/mol. Its SMILES is CN1CCCC1.

Positions of all 17 atoms, in Å:
C  0.043931  0.840350  -1.836158
N  0.133075  0.854341  -0.382838
C  1.252640  0.066646  0.182708
C  0.532747  -1.232734  0.746639
C  -0.794374  -0.610940  1.287888
C  -1.104415  0.590541  0.390362
H  -0.578702  0.001952  -2.192481
H  -0.448223  1.760424  -2.108272
H  0.994175  0.766056  -2.356282
H  1.826327  -0.299110  -0.682618
H  1.807135  0.561784  0.966741
H  0.486711  -1.967704  -0.042818
H  1.101373  -1.553017  1.619955
H  -0.606011  -0.296392  2.339094
H  -1.512350  -1.416979  1.196462
H  -1.111737  1.495925  1.023831
H  -2.022299  0.438851  -0.152218

Cartesian forces, eV/Å:
-1.008 -0.437 0.526
1.103 -0.205 -0.303
-2.053 -2.070 -1.287
0.868 2.661 1.122
0.973 -1.067 -0.251
1.852 0.916 1.125
0.031 0.033 -0.132
-0.152 0.305 -0.587
0.230 0.190 0.317
0.605 0.669 0.627
0.270 0.339 -0.037
-0.434 -0.310 0.046
0.071 -0.711 -0.291
-0.461 -0.395 -0.679
-0.661 0.212 0.541
-1.129 -0.413 -0.091
-0.106 0.284 -0.647



[4]
Below is a single C4H6O2 molecule in a non-equilibrium geometry, with properties calculated with ωB97M-V/def2-TZVPD.

The value obtained for the LUMO energy is -0.693 eV. The energy comes out at -306.321227 hartree. The HOMO energy comes out at -10.04 eV. The relative energy (zero: lowest compared OMol25 entry of this formula, charge and spin) comes out at 116.1 kcal/mol. Its SMILES is O=C1CC[C@@H]1O.

Positions of all 12 atoms, in Å:
O  1.525253  -0.355714  -0.606659
C  0.375575  -0.804919  -0.150752
C  -0.713737  -0.510494  -1.201931
C  -1.366929  0.540965  -0.268887
C  -0.298870  -0.001884  0.876594
O  0.688004  0.937327  1.330939
H  -1.560838  -1.334924  -0.834330
H  -0.658702  -0.447794  -2.213763
H  -1.455527  1.551925  -0.549567
H  -2.391532  -0.015551  -0.198725
H  -1.005831  -0.413384  1.774278
H  1.390143  0.664826  0.697719

Cartesian forces, eV/Å:
-2.985 -3.171 2.924
3.485 4.881 -6.761
-4.175 -4.916 4.424
-0.526 -3.907 0.699
-2.289 2.287 4.431
-1.580 -1.284 -0.050
2.346 0.920 -2.365
0.869 0.055 -2.739
0.591 1.221 0.024
1.419 2.522 0.967
2.281 0.624 -2.026
0.565 0.766 0.471



[5]
Below is a molecular structure, C8H20AsF6MgN2O10 in a non-equilibrium geometry, with properties calculated with ωB97M-V/def2-TZVPD.

The value obtained for the LUMO energy is 2.458 eV. The energy comes out at -4213.891989 hartree. The HOMO energy comes out at -6.25 eV. The relative energy (zero: lowest compared OMol25 entry of this formula, charge and spin) comes out at 3.2 kcal/mol. Its net charge is -1.

Positions of all 48 atoms, in Å:
Mg  -16.452730  19.046186  -6.685187
N  -17.688652  21.955777  -7.294252
O  -17.469577  22.923035  -6.577800
O  -18.300167  22.033796  -8.370520
O  -17.169512  20.836498  -6.977407
N  -19.197985  17.587389  -6.226658
O  -19.030157  17.031815  -5.123308
O  -20.301830  17.749421  -6.702887
O  -18.187056  18.074054  -6.831490
As  -13.192084  20.825631  -6.269972
F  -14.230416  22.044071  -5.699566
F  -11.806879  21.828265  -6.194620
F  -12.245866  19.514553  -6.879842
F  -14.607356  19.703941  -6.347271
F  -13.546916  21.282414  -7.895470
F  -12.941584  20.260233  -4.664141
C  -16.590014  20.372305  -3.906998
O  -16.553292  19.158628  -4.660976
C  -15.615965  18.253428  -4.095904
C  -15.841880  16.921232  -4.773139
O  -15.774156  17.170319  -6.189940
C  -15.849217  16.004901  -6.981456
H  -16.845862  20.115037  -2.872518
H  -17.344576  21.031687  -4.315620
H  -15.601477  20.831508  -3.916964
H  -15.825539  18.161261  -3.022520
H  -14.586513  18.602919  -4.185522
H  -16.823185  16.536813  -4.493113
H  -15.039408  16.216974  -4.532885
H  -16.568005  16.181735  -7.782024
H  -16.168291  15.139922  -6.400632
H  -14.854852  15.797970  -7.387646
C  -18.609768  16.530299  -10.370240
O  -17.921931  17.522210  -9.683469
C  -17.073286  18.275797  -10.502882
C  -16.514979  19.414684  -9.695841
O  -15.739106  19.009698  -8.571143
C  -14.522161  18.342800  -8.960262
H  -17.997446  15.625621  -10.514390
H  -18.935391  16.862468  -11.367183
H  -19.508698  16.250671  -9.822599
H  -17.605915  18.689092  -11.371077
H  -16.290226  17.622125  -10.922151
H  -17.330033  20.012127  -9.285622
H  -15.902646  20.053718  -10.341597
H  -13.971895  18.989602  -9.641668
H  -14.733677  17.365192  -9.398506
H  -13.942214  18.173149  -8.058004

Cartesian forces, eV/Å:
-0.883 0.488 -0.172
0.666 0.286 -0.945
-0.440 -0.075 0.196
-0.006 -0.087 0.544
-0.238 -0.073 0.299
0.435 0.757 0.984
0.155 -0.220 -0.392
-0.514 -0.264 -0.451
-0.336 -0.254 -0.327
-0.005 -0.089 -0.696
-0.258 0.346 0.297
0.170 0.216 0.026
0.166 -0.310 0.001
0.445 0.112 0.196
0.027 0.021 -0.134
0.058 -0.174 0.432
0.129 -0.133 0.381
0.165 0.112 0.609
-0.160 -0.452 0.496
0.422 0.260 -0.196
0.355 -0.258 0.752
0.048 -0.167 -0.350
-0.059 0.048 -0.059
0.066 0.023 -0.270
-0.066 0.216 -0.118
-0.049 -0.145 -0.066
-0.044 0.185 -0.277
-0.059 -0.086 -0.292
-0.082 0.022 0.240
0.017 -0.015 -0.041
-0.124 0.076 0.100
-0.062 -0.068 -0.075
-0.307 -0.597 -0.522
-0.106 0.262 0.136
0.241 -0.359 -0.159
-0.256 0.428 -0.007
0.556 -0.860 -0.858
-0.343 0.066 0.512
0.029 0.077 0.008
0.053 0.084 0.069
0.107 0.094 0.235
-0.118 0.097 0.108
0.076 0.112 0.035
0.010 0.024 -0.058
0.042 0.005 0.071
0.080 -0.058 -0.041
-0.066 0.121 -0.214
0.060 0.207 -0.009



[6]
Below is a molecular structure, C41H44IN4S2SeSn in a non-equilibrium geometry, with properties calculated with ωB97M-V/def2-TZVPD.

The value obtained for the LUMO energy is 2.050 eV. The energy comes out at -5517.696574 hartree. The HOMO energy comes out at -2.91 eV. The relative energy (zero: lowest compared OMol25 entry of this formula, charge and spin) comes out at 32.1 kcal/mol. Its net charge is -1.

Positions of all 94 atoms, in Å:
Sn  0.621266  -0.646463  -0.876867
S  2.287166  0.123237  4.130033
C  0.581466  0.020437  4.469533
C  -0.053234  -0.284963  5.659033
C  -1.436034  -0.362663  5.662933
C  -2.166334  -0.127863  4.499533
C  -1.540934  0.224537  3.323133
C  -0.151034  0.293737  3.290533
N  0.604966  0.579537  2.202433
C  1.878066  0.535537  2.448133
C  2.862966  0.947837  1.501333
C  4.196566  0.525837  1.569333
C  5.130066  0.981037  0.665433
C  4.763566  1.917937  -0.295067
C  3.454366  2.356037  -0.371667
C  2.488966  1.872037  0.502133
H  0.517466  -0.463363  6.558133
H  -1.950234  -0.612763  6.580333
H  -3.242034  -0.234863  4.518133
H  -2.097634  0.421037  2.422233
H  4.470766  -0.182463  2.340433
H  6.143466  0.608237  0.701633
H  5.494566  2.312137  -0.986067
H  3.181466  3.088137  -1.119467
C  0.601866  8.604137  -0.213067
C  0.791966  7.116737  -0.140967
C  0.724666  6.319337  -1.271667
C  0.821666  4.936437  -1.197067
C  0.740166  4.128237  -2.449767
C  0.983666  4.344237  0.056633
Se  0.690166  2.444937  0.313133
C  1.134766  5.126937  1.202233
C  1.404366  4.548537  2.560033
C  1.032066  6.505237  1.081533
H  0.415666  8.920837  -1.237367
H  1.484266  9.125837  0.160733
H  -0.247634  8.899837  0.403933
H  0.562266  6.775337  -2.239967
H  0.742966  4.774737  -3.322567
H  -0.168634  3.530337  -2.466967
H  1.582866  3.445137  -2.536467
H  1.139866  3.492837  2.615233
H  0.839366  5.090737  3.315633
H  2.464466  4.643137  2.801733
H  1.109466  7.108337  1.976433
C  -1.952034  -4.732763  -0.583467
C  -0.548334  -4.625763  0.010933
C  -0.397734  -5.572663  1.205833
C  0.505066  -4.842463  -1.046967
C  0.902166  -6.108963  -1.412367
C  1.939466  -6.311463  -2.309567
C  2.637466  -5.209263  -2.780467
C  2.276866  -3.922763  -2.450267
C  3.102666  -2.762563  -2.936767
C  4.551466  -2.864063  -2.460667
C  3.060166  -2.647163  -4.456967
C  1.114666  -3.697563  -1.647867
N  0.632566  -2.483363  -1.479767
H  -2.708634  -4.446563  0.146833
H  -2.150834  -5.752863  -0.906767
H  -2.036834  -4.074963  -1.444067
H  -0.424734  -3.597763  0.372033
H  -0.729034  -6.581663  0.960833
H  -0.999134  -5.217763  2.043333
H  0.644066  -5.622563  1.516633
H  0.402066  -6.976763  -0.999567
H  2.228866  -7.311463  -2.607167
H  3.493866  -5.367163  -3.425267
H  2.667266  -1.849963  -2.510167
H  5.064966  -3.682763  -2.961667
H  4.584966  -3.040663  -1.389167
H  5.086666  -1.941363  -2.681867
H  3.453766  -3.554263  -4.911167
H  3.655266  -1.797863  -4.790367
H  2.036966  -2.510163  -4.792667
I  -0.210834  0.379337  -3.338867
N  -2.783234  -1.757063  -2.166467
C  -3.341034  -1.049963  -1.169067
S  -2.448434  -0.576763  0.138933
N  -4.688434  -0.847563  -1.282267
C  -5.577434  -0.262263  -0.378167
C  -6.890434  -0.735063  -0.349267
C  -7.815634  -0.192163  0.519533
C  -7.451434  0.831037  1.378433
C  -6.157434  1.322637  1.332333
C  -5.227634  0.794037  0.457933
H  -1.774334  -1.849263  -2.136367
H  -3.211034  -1.782763  -3.079967
H  -5.138634  -1.397063  -2.005367
H  -7.180234  -1.543863  -1.007767
H  -8.826334  -0.576963  0.533333
H  -8.171134  1.250637  2.068233
H  -5.860934  2.131437  1.983533
H  -4.229334  1.195237  0.423233

Cartesian forces, eV/Å:
0.454 -1.061 0.426
-0.335 0.128 -0.344
0.187 0.093 -0.481
-0.161 -0.092 0.201
0.217 -0.016 0.103
-0.140 0.043 -0.012
0.048 0.006 -0.053
-0.063 -0.382 1.251
1.039 -0.302 -0.358
-1.215 -0.303 1.182
0.779 0.630 -1.034
-0.386 -0.053 0.112
0.150 0.043 -0.033
-0.123 -0.006 0.091
0.213 0.083 -0.018
0.134 -0.142 0.317
0.015 -0.060 0.090
-0.030 -0.027 0.037
-0.059 0.072 -0.002
-0.106 0.014 -0.042
0.078 -0.087 -0.021
0.067 0.009 0.040
0.067 -0.046 -0.069
-0.049 -0.019 -0.001
0.043 -0.049 -0.001
0.088 -0.043 0.119
-0.031 0.109 0.013
0.061 0.077 0.118
-0.106 -0.048 -0.072
0.097 -0.344 0.029
-0.366 0.962 -0.562
-0.044 0.130 0.005
0.000 -0.068 0.107
-0.031 0.040 -0.083
-0.008 0.081 -0.019
-0.013 0.065 -0.017
-0.014 0.095 -0.020
0.006 0.073 -0.074
-0.028 0.097 -0.114
0.028 -0.184 -0.085
-0.081 -0.167 -0.023
0.007 0.110 0.048
-0.004 0.042 0.116
0.058 -0.024 0.026
0.020 0.130 0.098
0.116 0.174 0.083
-0.112 -0.038 0.005
-0.002 0.191 -0.165
0.026 0.126 0.227
0.078 -0.192 -0.136
0.158 -0.311 -0.105
0.038 -0.178 -0.005
-0.047 -0.026 0.068
0.038 0.119 -0.040
-0.188 0.085 -0.019
-0.065 0.144 0.190
0.196 -0.467 -0.101
-0.617 1.144 0.334
-0.162 0.037 0.085
-0.023 -0.185 -0.074
-0.067 0.001 -0.055
0.022 -0.090 -0.085
0.000 -0.125 -0.017
-0.065 -0.021 0.084
0.071 -0.025 0.103
-0.078 -0.047 0.126
0.004 -0.044 0.013
0.101 -0.028 -0.083
0.081 -0.199 -0.141
0.112 -0.137 -0.015
0.076 -0.021 0.170
0.134 0.107 -0.031
0.079 -0.110 -0.128
0.068 0.098 -0.139
-0.156 0.048 -0.104
-0.328 0.507 -0.925
-0.378 0.206 0.008
-0.067 -0.358 -0.138
0.467 0.042 0.374
-0.010 -0.325 -0.756
-0.319 0.222 0.308
0.238 -0.082 -0.114
-0.147 0.039 0.073
-0.088 0.084 0.084
-0.121 -0.032 0.035
0.159 0.080 -0.096
0.198 -0.150 -0.090
0.059 0.020 0.060
0.100 0.117 0.158
0.001 -0.078 -0.040
-0.032 -0.031 -0.016
-0.028 -0.004 0.014
0.020 0.088 0.048
-0.009 0.015 -0.023